(1)
8 unconnected molecules or ions with the total composition C54H89BIN8O3. Source: the OMol25 dataset; level of theory: ωB97M-V with the def2-TZVPD basis set.

The geometry in XYZ format:
```
156
Properties=species:S:1:pos:R:3:mulliken_charge:R:1
I 1.931 -0.965 -0.839 -0.0638
O -0.054 -2.006 3.191 -1.0032
O 1.261 -2.997 1.509 -1.0143
O 3.985 -1.908 3.639 0.1667
N -0.102 5.780 -0.098 -0.0047
N 1.521 -1.365 5.334 -0.1200
N -8.816 1.110 2.208 0.1401
N -10.537 4.390 -0.960 0.0228
N 9.572 -4.230 5.702 0.0156
N -6.044 0.275 -1.831 0.0608
N 9.380 0.252 3.984 0.2677
N -0.077 5.151 -4.407 0.0899
C 0.327 0.090 2.047 -2.0968
C 6.076 -0.395 4.808 -0.7596
C -11.864 4.385 -0.629 -0.4615
C 9.394 -3.265 4.749 -0.8801
C 4.718 -2.528 4.670 -0.6008
C 0.224 0.088 -4.289 -0.1532
C -1.648 0.918 0.663 -0.1638
C 1.287 -2.963 -5.770 -0.6076
C 0.769 5.771 -5.284 -0.5002
C 10.818 1.886 4.379 -0.4824
C -0.224 -1.059 -6.570 -1.1398
C -8.746 -0.120 2.800 -0.2474
C 4.210 -2.076 0.674 -0.1398
C 0.409 5.393 -6.550 -0.5205
C 10.341 2.008 3.045 -0.5526
C 0.464 -1.089 6.291 -1.2293
C 8.701 -5.263 5.478 -0.5881
C -9.269 -0.010 4.060 -0.6074
C 7.960 -4.954 4.369 -0.5505
C -1.391 0.742 -2.402 0.2301
C -0.987 -0.270 1.366 -0.1993
C -7.185 0.726 -1.232 -0.9994
C -2.790 0.472 -0.254 -1.2754
C 5.307 -1.469 5.583 -0.4348
C 2.926 -1.316 1.042 -0.7281
C 4.035 -3.483 0.079 -1.2361
C -0.699 4.607 -0.481 -1.1061
C 0.429 0.103 -5.801 -0.8320
C 1.506 -0.463 4.182 -1.4934
C 8.402 -3.686 3.903 -0.1100
C -2.156 5.819 0.728 -1.0329
C -7.668 1.772 -1.974 0.1767
C -0.975 4.384 -5.092 -0.3505
C -6.775 1.961 -3.064 -0.7451
C 1.363 -4.481 -5.609 -0.8749
C -0.983 6.521 0.643 -0.4261
C -2.348 -0.130 -1.592 -0.5414
C -0.702 4.514 -6.428 -0.5890
C -5.785 1.021 -2.945 -0.4403
C 2.918 -2.711 3.128 -3.0646
C -1.972 4.603 0.017 0.1850
C -9.670 1.342 4.236 -0.4279
C 0.796 -5.262 -6.810 -0.4745
C 9.454 0.985 2.835 -0.4632
C 0.943 -1.088 2.870 2.5611
C -0.141 -2.424 -5.887 -0.0073
C -0.551 -5.952 -6.546 -1.2430
C 2.012 -1.984 2.099 1.4996
C 10.204 0.793 4.931 -0.5287
C -9.376 2.007 3.075 -0.4726
C -1.237 0.271 -3.859 -0.8009
C -10.398 4.549 -2.312 -0.4586
C -12.583 4.543 -1.783 -0.4434
C -11.652 4.647 -2.853 -0.4646
B 0.067 -3.266 2.402 1.6791
H -12.183 4.265 0.392 0.3718
H 5.965 -1.963 6.304 0.4183
H 1.788 -2.498 -4.916 0.2778
H 0.270 -4.236 3.153 -0.4215
H -0.593 -2.375 -4.892 0.0828
H 0.278 -1.153 -7.541 0.5096
H 2.273 -3.054 3.939 0.9449
H -1.909 -1.119 -1.424 0.2150
H 4.073 -3.217 5.229 0.4044
H -9.348 -0.808 4.779 0.3783
H 3.331 -3.591 2.625 0.4431
H 8.869 0.722 1.970 0.4294
H 10.282 0.359 5.914 0.3681
H -10.116 1.777 5.114 0.3869
H -1.185 -5.945 -7.435 0.2960
H 4.831 -2.118 1.570 -0.2571
H -3.368 -0.281 0.296 0.3616
H 7.184 -5.565 3.939 0.4212
H 1.852 -2.673 -6.665 0.3255
H -9.513 3.039 2.799 0.3417
H 0.816 0.897 -3.848 0.5749
H -13.658 4.576 -1.855 0.3885
H 3.006 -3.650 -0.240 0.2269
H 0.026 1.046 -6.178 0.3498
H -0.857 -1.121 0.693 0.1309
H -1.702 0.992 -4.542 0.2648
H 2.408 -4.754 -5.449 0.3495
H 1.553 6.422 -4.937 0.3726
H -6.851 2.700 -3.844 0.4346
H -2.684 3.804 -0.115 0.5401
H -3.477 1.302 -0.465 0.4869
H -8.562 2.336 -1.761 0.3966
H -2.067 1.572 1.437 0.4075
H -11.876 4.774 -3.899 0.4147
H 0.614 -0.843 -3.865 -0.2936
H -9.424 4.576 -2.769 0.4157
H -8.504 1.323 1.279 0.1750
H -9.777 4.296 -0.312 0.2299
H -1.727 3.814 -4.574 0.4562
H 0.824 -4.769 -4.700 0.4221
H -0.411 0.738 -1.923 -0.1047
H 0.125 0.925 2.729 0.3223
H -0.170 3.871 -1.065 0.8564
H 0.892 0.421 4.398 0.8537
H -0.751 -3.131 -6.460 0.3134
H 5.402 0.364 4.413 0.2304
H 8.680 -6.123 6.124 0.4111
H -0.926 1.535 0.119 0.0801
H 0.840 6.047 -0.311 0.2058
H -0.932 -3.466 1.699 -0.4315
H -1.780 -0.672 -3.981 0.4089
H -1.269 -0.817 -6.786 0.2905
H 10.232 -4.183 6.456 0.1919
H -1.748 1.780 -2.363 0.1706
H 2.522 -0.097 4.020 -0.1164
H -5.469 -0.479 -1.499 0.2394
H 4.269 -4.258 0.810 0.3565
H 8.030 -3.148 3.046 0.5522
H 4.492 -0.995 6.140 0.2459
H -7.557 0.256 -0.338 0.4350
H -8.327 -0.966 2.281 0.3391
H -0.701 7.478 1.047 0.3910
H -0.053 5.245 -3.407 0.2361
H -3.236 -0.293 -2.219 0.3392
H 0.474 -1.846 7.078 0.3666
H 2.417 -1.249 5.791 0.1207
H 3.217 -0.319 1.381 0.5669
H -0.426 -6.995 -6.251 0.3532
H 5.539 -3.126 4.239 0.1068
H 6.836 0.087 5.425 0.4918
H 1.031 0.489 1.314 0.3100
H 0.680 -4.569 -7.650 0.3118
H 6.562 -0.850 3.937 -0.0865
H 9.992 -2.369 4.751 0.5691
H -1.098 -5.449 -5.746 0.3351
H -1.235 4.028 -7.229 0.4244
H 10.613 2.762 2.325 0.3938
H 8.789 -0.550 4.121 0.1356
H 4.750 -1.449 -0.041 0.6937
H -0.494 -1.157 5.774 0.3090
H 11.526 2.528 4.876 0.4274
H -3.042 6.134 1.252 0.3914
H 4.693 -3.629 -0.780 0.3427
H 1.501 0.128 -6.022 0.3528
H -1.666 -0.626 2.144 0.2657
H 0.528 -0.091 6.756 0.3401
H 1.524 -6.010 -7.133 0.4264
H -4.920 0.824 -3.555 0.4608
H 0.887 5.710 -7.462 0.3888
```

Properties
- Net charge: -1
- E_LUMO: 1.91 eV

(2)
14 unconnected molecules or ions with the total composition C54H89BrI3N14O2 in a non-equilibrium geometry. Source: the OMol25 dataset; level of theory: ωB97M-V with the def2-TZVPD basis set.

The geometry in XYZ format:
```
163
Properties=species:S:1:pos:R:3:mulliken_charge:R:1
I 0.312 1.676 -3.000 0.1769
I -3.619 -0.637 3.314 0.0305
I -3.669 2.196 0.016 0.0697
Br 1.142 0.062 3.581 0.0590
O 0.091 -5.395 -4.174 -0.2800
O 0.526 -6.666 -2.318 -0.5992
N 7.386 3.332 0.921 -0.4975
N 2.167 3.548 -0.339 -0.4831
N 11.751 1.748 3.048 -0.3951
N 9.299 1.830 -2.271 -0.5282
N 5.422 -0.962 1.116 -0.4549
N -2.701 7.354 6.080 -0.4598
N 0.805 -7.239 -9.619 -0.3635
N -0.791 1.167 0.024 2.0063
N -5.671 -4.290 4.514 -0.3764
N -3.436 -6.305 -6.250 -0.4393
N -3.077 -10.804 -2.541 -0.4072
N -4.652 -1.530 -1.118 -0.3220
N -7.388 2.443 -4.269 -0.3989
N -5.642 8.278 1.764 -0.3620
C -7.049 3.302 -3.592 0.1739
C -6.132 7.663 0.932 0.2202
C 0.613 6.636 2.060 -1.5240
C -1.552 -0.680 3.898 -1.1792
C -5.693 -4.381 3.372 0.3239
C 0.620 -1.694 1.293 -3.0368
C -3.026 7.978 5.174 0.4429
C -0.134 5.371 4.153 -0.6791
C 9.283 2.038 3.812 -0.5880
C -0.434 1.973 1.294 0.8301
C 9.892 1.558 -1.329 0.4140
C -0.587 3.455 1.036 -2.3136
C -6.619 4.391 -2.734 -0.5189
C 4.408 -2.709 2.748 -0.5449
C -0.828 2.349 3.727 -1.6929
C -2.049 -2.673 5.408 -1.4186
C 10.621 1.203 -0.126 -0.6479
C -1.257 -0.239 0.313 -2.5535
C 1.757 -0.913 0.623 3.1839
C -1.172 -2.100 4.286 0.0731
C 3.231 -3.061 -1.921 -0.9990
C -0.286 -6.056 -3.019 0.8805
C -0.685 -0.924 1.535 2.0611
C -5.707 -4.482 1.921 -0.5970
C 0.530 -6.790 -8.602 0.1155
C 0.185 -6.223 -7.309 -0.2087
C 7.514 3.810 -0.115 0.4663
C -1.787 1.823 -0.832 -0.8671
C 3.244 -1.629 -1.363 -0.8070
C 10.660 1.860 3.381 0.3495
C 3.078 2.916 -0.040 0.6311
C -4.669 -8.334 -5.192 -0.7220
C -3.977 -7.203 -5.786 0.4094
C -2.068 -10.326 -2.803 0.3170
C 0.822 -4.196 -3.862 -0.5456
C -2.477 2.790 -3.100 -1.3901
C -6.521 -0.294 -2.435 -0.6900
C -0.526 6.342 3.034 -0.3267
C 7.671 4.414 -1.426 -0.7668
C 4.233 2.146 0.394 -0.5815
C -1.123 1.427 2.535 1.3552
C -1.537 2.140 -2.136 0.7653
C -0.678 -0.029 2.808 -0.2910
C 4.991 -1.739 1.841 0.4944
C -6.731 6.853 -0.113 -0.6987
C -5.482 -1.002 -1.707 0.3019
C 1.882 -1.047 -0.909 0.7788
C -1.861 3.442 3.987 -0.9750
C 2.300 -4.410 -3.863 -0.7058
C -0.811 -9.691 -3.156 -0.0993
C 3.033 -3.123 -3.436 -0.8213
C -1.311 4.631 4.764 -1.2280
C -1.732 -5.928 -2.715 -0.9970
C -3.434 8.759 4.019 -0.6016
H 1.238 7.436 2.436 0.4340
H -0.156 -2.100 4.657 0.3549
H -5.648 4.169 -2.292 0.1253
H -0.186 3.733 0.069 0.5776
H -1.267 -2.750 3.424 0.2007
H 0.003 -10.044 -2.524 0.3278
H 8.994 1.239 4.491 0.2735
H 4.077 1.721 1.383 0.2465
H 3.606 -0.990 -2.162 0.6244
H 0.168 2.761 3.628 0.4482
H 2.537 -5.172 -3.130 0.3325
H 8.176 3.687 -2.065 0.2497
H 0.308 5.964 4.948 0.5678
H 0.659 4.714 3.805 0.4173
H -5.959 6.423 -0.748 0.1190
H 0.082 1.082 -0.503 -0.3981
H 1.842 -0.048 -1.337 -0.8732
H -2.591 8.920 3.348 0.2779
H 2.437 -2.267 -3.754 0.4278
H 10.192 0.317 0.339 0.2773
H 3.981 -3.055 -3.953 0.4582
H 1.262 5.775 1.920 0.2215
H -3.815 9.731 4.326 0.3633
H -6.091 0.446 -3.106 0.1002
H -1.462 -3.287 6.076 0.4051
H 5.115 2.783 0.442 0.0006
H 4.447 1.329 -0.294 0.2098
H -6.530 5.321 -3.293 0.3760
H -2.336 -0.266 0.367 0.2856
H 0.510 -3.813 -2.892 0.0521
H -0.975 -0.823 -0.556 0.4033
H -1.594 3.810 1.188 0.4206
H -3.192 2.056 -3.457 0.3231
H -7.392 7.453 -0.736 0.3503
H 0.350 -5.148 -7.303 0.2306
H 2.477 -3.673 -1.438 0.4930
H 2.691 -1.293 1.021 -1.7704
H 1.741 0.132 0.916 -0.6784
H -2.389 3.758 3.092 0.3679
H 0.560 -3.452 -4.605 0.4638
H -1.932 3.145 -3.963 0.4853
H -1.426 -1.688 1.735 1.0123
H 0.033 3.958 1.766 -0.1256
H -0.543 -9.902 -4.190 0.2871
H -1.841 -5.135 -1.990 0.2644
H -4.681 -9.184 -5.872 0.2849
H -2.461 -1.866 6.005 0.3445
H 8.266 5.323 -1.369 0.2946
H 2.619 -4.727 -4.847 0.3657
H 10.579 2.018 0.592 0.0879
H 3.328 -2.740 2.606 -0.0503
H -7.106 -0.987 -3.036 0.3576
H 0.377 -2.528 0.636 0.6330
H -6.670 -4.163 1.527 0.2517
H -2.619 2.992 4.623 0.4526
H -5.701 -8.077 -4.960 0.2937
H 1.081 -1.648 -1.323 0.0818
H -5.534 -5.510 1.608 0.3033
H 3.972 -1.539 -0.564 -0.0308
H 9.170 2.990 4.326 0.2658
H -7.192 0.214 -1.745 0.2682
H -2.258 -5.613 -3.605 0.2480
H -4.225 8.251 3.462 0.1304
H 0.247 6.909 1.078 0.3290
H -0.801 1.744 4.623 0.8348
H -0.746 7.287 3.516 0.4378
H 4.213 -3.476 -1.720 0.4036
H 8.608 2.032 2.958 0.1307
H -2.105 -6.869 -2.336 0.3464
H 0.633 1.823 1.440 -0.2009
H -1.017 4.287 5.752 0.3932
H -2.886 -3.237 5.021 0.3355
H -7.331 4.554 -1.926 0.2559
H 0.931 -2.150 2.222 0.5249
H 0.791 -6.662 -6.519 0.1750
H -7.317 6.044 0.320 0.2875
H -0.870 -8.614 -3.034 -0.3982
H -1.477 -0.086 4.799 0.8453
H -2.964 3.646 -2.653 0.3330
H -1.413 6.008 2.505 0.3054
H -0.864 -6.402 -7.072 0.0778
H -4.931 -3.852 1.488 0.1148
H -2.194 1.449 2.388 0.0882
H -2.094 5.348 4.922 0.3908
H 4.607 -2.452 3.787 0.3229
H 6.705 4.666 -1.860 0.2963
H 4.805 -3.704 2.558 0.3355
H -4.187 -8.655 -4.269 0.1518
H 11.668 1.003 -0.340 0.3430
```

Properties
- Net charge: +1
- E_LUMO: -3.14 eV

(3)
9 unconnected molecules or ions with the total composition C55H101Cl4N4O12P in a non-equilibrium geometry. Source: the OMol25 dataset; level of theory: ωB97M-V with the def2-TZVPD basis set.

The geometry in XYZ format:
```
177
Properties=species:S:1:pos:R:3:mulliken_charge:R:1
Cl -6.512 2.465 -9.997 -0.1862
Cl 9.598 -1.888 6.485 -0.1770
Cl -6.882 2.082 -6.683 -0.1836
Cl 7.864 1.020 7.714 -0.1853
P -0.732 2.049 -16.808 1.0787
O -0.564 -7.263 2.065 -0.6946
O 0.626 2.822 -17.332 -0.3461
O -0.996 -7.163 -0.654 -0.7608
O -0.995 2.935 -15.459 -0.3095
O -3.228 6.176 4.481 -0.7880
O -4.884 4.380 8.356 -0.7934
O -5.101 4.696 3.024 -0.7293
O -6.699 2.634 6.780 -0.7961
O 3.352 -5.103 1.855 -0.8332
O -0.633 0.595 -16.489 -0.7126
O -1.902 2.361 -17.778 -0.2489
O 3.378 -5.569 -1.076 -0.8139
N 2.206 6.059 9.705 0.0985
N -0.948 0.211 -0.008 0.3784
N -7.807 -5.574 5.206 0.2611
N 8.324 -1.479 -5.560 0.1294
C 1.822 4.545 9.645 -0.9702
C 2.438 -5.980 -0.287 0.3450
C -9.237 -6.452 7.000 -0.4855
C 0.130 -6.857 -0.155 0.3748
C 3.988 7.625 9.286 -0.7176
C -7.739 -7.135 5.330 -0.5673
C 8.847 -3.436 -10.225 -1.2603
C -8.135 -3.433 1.950 -0.4371
C -7.745 -3.687 3.444 -0.5716
C -1.058 -0.520 2.360 -0.4699
C 9.455 -1.350 -3.416 -0.6310
C -3.983 5.101 6.471 -0.5001
C -0.089 0.657 -4.788 -1.3069
C -0.227 1.362 -2.251 -0.2509
C 8.263 -0.854 5.782 -0.4544
C 1.300 -6.400 -0.922 -0.7353
C -5.966 3.569 4.938 -0.7075
C 8.402 -3.051 -7.579 -0.4426
C -1.137 1.411 -1.028 -1.0141
C -0.789 0.431 -3.371 -0.4084
C -8.280 -1.887 1.784 -1.2802
C -7.760 -5.227 3.704 -1.0362
C 0.275 -6.781 1.359 0.5642
C -8.208 1.829 -7.937 -0.4422
C -4.903 4.248 7.075 0.3325
C 2.473 -5.809 1.220 0.4512
C 1.998 6.778 8.310 -0.5936
C -3.240 1.994 -17.707 -0.6631
C -6.565 -4.805 5.899 -1.0206
C -7.573 1.220 -9.149 -0.4160
C -8.215 -7.507 6.728 -0.7329
C 2.121 3.795 10.960 -0.5931
C 0.348 -0.118 2.057 -0.7906
C 9.324 -2.202 -4.663 -0.5955
C 3.729 6.238 9.943 -0.6089
C -9.098 -5.285 5.956 -0.6453
C 7.983 -0.984 -3.121 -0.6012
C 9.070 -0.347 -6.320 -1.1723
C -1.655 0.449 1.338 -1.0225
C -5.886 3.472 6.303 0.4218
C 1.489 -6.323 1.999 -0.6339
C 7.521 -2.418 -6.536 -0.7630
C 8.502 0.629 6.094 -0.4322
C 1.388 6.800 10.804 -0.9557
C 7.401 -0.720 -4.576 -0.5988
C 7.971 -2.939 -9.067 -0.7504
C 0.490 4.220 -17.644 -0.6938
C 0.780 3.446 11.786 -0.4494
C -5.042 4.469 4.223 0.4680
C 3.071 7.812 8.116 -0.4150
C -1.594 -0.982 -0.685 -1.0221
C -4.008 5.377 5.063 0.3472
C 0.081 2.156 11.218 -1.2181
C 0.521 -0.066 0.500 -0.5409
C -0.307 2.602 -14.223 -0.6818
H -8.441 -7.540 4.601 0.3969
H 1.410 -6.276 3.076 0.3578
H -2.337 -0.645 -1.407 0.3355
H -6.815 -3.168 3.678 0.4593
H -8.598 -5.745 3.237 0.4253
H 4.037 6.103 10.980 0.4178
H -1.545 1.480 1.676 0.4756
H -6.539 -5.279 6.881 0.4812
H 1.027 3.381 12.846 0.3832
H -1.864 0.549 -3.512 0.3771
H -1.875 -1.739 0.047 0.4192
H 6.325 -0.869 -4.664 0.3921
H -2.186 1.562 -1.281 0.5825
H -1.424 -0.437 3.384 0.4146
H -6.975 0.357 -8.856 0.3109
H -3.846 2.815 -17.322 0.2719
H 8.432 -4.117 -7.353 0.4571
H 2.510 8.744 8.169 0.2623
H 8.338 -0.982 4.702 0.2611
H -9.072 -6.255 8.059 0.3322
H -0.152 2.325 10.166 0.3138
H -0.316 4.818 -17.218 0.3280
H -0.927 2.197 -0.302 0.3955
H -6.713 -7.475 5.184 0.4205
H 10.127 -0.508 -3.581 0.2816
H 0.846 4.402 9.180 0.7181
H 9.481 0.397 -5.639 0.4599
H 0.426 3.399 -14.095 0.2530
H -6.643 -3.727 6.043 0.3319
H 0.764 1.018 -1.957 0.2995
H -8.987 1.237 -7.457 0.3048
H 9.670 -2.752 -10.433 0.3149
H -3.260 5.690 7.017 0.3754
H 3.944 8.383 10.067 0.3253
H 9.445 -2.737 -7.553 0.2734
H 1.426 4.618 -17.252 0.2841
H -9.056 -1.498 2.443 0.3435
H 0.171 1.623 -14.170 0.3292
H 0.966 -0.961 0.066 0.3999
H 2.577 2.846 10.680 0.4398
H -0.149 -0.279 -5.345 0.3832
H 0.733 1.291 11.346 0.3468
H 9.028 -4.488 -10.004 0.3166
H -6.792 -5.580 3.350 0.4051
H 3.591 7.700 7.164 0.3156
H 2.046 6.080 7.474 0.3282
H 0.597 4.346 -18.721 0.2934
H -1.046 2.585 -13.422 0.2406
H -0.877 -1.399 -1.392 0.3328
H 6.831 -1.790 -7.100 0.5917
H -10.193 -6.873 6.689 0.3152
H -7.392 -7.460 7.441 0.3339
H 2.859 4.395 11.492 0.2832
H 0.983 0.825 -4.684 0.3109
H 7.258 -1.238 5.956 0.3669
H 6.940 -3.283 -9.153 0.3873
H 1.149 -6.467 -1.989 0.3890
H 4.989 7.654 8.855 0.3920
H 9.931 -1.930 -2.625 0.4235
H 8.081 1.294 5.340 0.2918
H 10.223 -2.336 -5.265 0.3330
H 7.384 -1.763 -2.649 0.3776
H 1.705 7.841 10.755 0.4170
H 1.091 7.379 8.250 0.3471
H 7.403 0.337 -4.842 0.3422
H 4.285 5.533 9.326 0.3914
H 1.184 -0.721 2.413 0.4617
H 0.454 0.844 2.558 0.3218
H -9.844 -5.238 5.163 0.4333
H 0.097 4.276 11.608 0.2565
H -0.864 2.048 11.750 0.3775
H 0.347 6.497 10.688 0.3551
H -0.799 -0.647 -3.208 0.1979
H 8.897 -3.165 -4.385 0.4472
H 8.272 0.205 -6.818 0.4293
H -2.738 0.386 1.239 0.4222
H 9.846 -0.719 -6.989 0.3796
H 7.128 -3.243 -5.942 0.3731
H 2.507 4.178 8.881 0.3790
H 7.778 -0.140 -2.462 0.3577
H 1.114 0.792 0.182 0.3640
H -8.598 -8.525 6.808 0.3812
H -3.503 2.003 -18.765 0.2511
H 9.552 0.883 5.951 0.3291
H -0.612 1.526 -5.187 0.3477
H -5.727 -5.182 5.312 0.3599
H 7.818 -1.860 -9.110 0.3629
H -8.265 0.811 -9.885 0.3125
H -0.159 2.350 -2.706 0.3329
H -1.114 -1.553 2.017 0.2599
H -8.493 -3.141 4.019 0.4040
H 1.768 6.424 11.754 0.3684
H -8.964 -4.355 6.508 0.2833
H -8.447 -1.542 0.763 0.3841
H -8.936 -4.081 1.593 0.3911
H -3.408 0.998 -17.297 0.3257
H -6.624 2.911 4.390 0.3798
H 8.351 -3.459 -11.195 0.3846
H -7.330 -1.384 1.961 0.3291
H -8.607 2.825 -8.128 0.2995
H -7.297 -3.736 1.324 0.3035
```

Properties
- E_LUMO: -1.07 eV